(1)
A structure of composition C22H30N2O6PtS3, computed with the ωB97M-V functional and the def2-TZVPD basis.

Each line ends with the Löwdin spin population.
Cartesian coordinates (Å):
Pt (-0.206, 1.243, 0.142)  1.626
C (-3.539, 1.700, 1.615)  0.016
C (-2.175, 2.301, 1.465)  0.136
C (-1.139, 1.941, 2.370)  0.095
C (-1.437, 1.027, 3.522)  0.010
C (0.161, 2.502, 2.222)  0.076
C (1.201, 2.298, 3.287)  0.009
C (0.471, 3.269, 1.056)  0.053
C (1.865, 3.772, 0.809)  0.004
C (-0.570, 3.606, 0.138)  0.082
C (-0.237, 4.390, -1.098)  0.008
C (-1.913, 3.224, 0.415)  0.145
C (-3.025, 3.731, -0.445)  0.021
H (-4.076, 2.174, 2.441)  0.008
H (-3.475, 0.636, 1.835)  0.002
H (-4.135, 1.809, 0.715)  0.001
H (-1.925, 1.588, 4.325)  0.005
H (-0.539, 0.571, 3.926)  0.000
H (-2.121, 0.233, 3.233)  0.001
H (1.790, 1.395, 3.109)  0.004
H (0.737, 2.210, 4.265)  0.001
H (1.887, 3.140, 3.325)  0.001
H (1.922, 4.838, 1.041)  0.002
H (2.146, 3.647, -0.234)  0.000
H (2.602, 3.249, 1.409)  0.000
H (-0.062, 5.439, -0.845)  0.004
H (-1.030, 4.340, -1.836)  0.000
H (0.669, 4.011, -1.566)  0.001
H (-3.164, 3.080, -1.315)  0.009
H (-2.808, 4.732, -0.808)  0.002
H (-3.961, 3.769, 0.104)  0.002
O (1.441, 1.156, -1.391)  0.149
S (1.770, -0.272, -1.113)  0.005
O (3.136, -0.640, -1.240)  0.035
O (1.198, -0.522, 0.254)  0.133
C (0.832, -1.232, -2.299)  -0.003
C (1.625, -1.968, -3.166)  0.001
C (1.061, -2.739, -4.180)  0.001
C (-0.308, -2.782, -4.328)  0.001
C (-1.119, -2.040, -3.472)  0.001
C (-0.571, -1.259, -2.468)  -0.004
S (-1.779, -0.324, -1.547)  0.001
O (-3.075, -0.685, -1.992)  0.043
O (-1.422, 1.122, -1.730)  0.182
O (-1.515, -0.570, -0.091)  0.171
H (2.699, -1.926, -3.054)  0.000
H (1.707, -3.290, -4.850)  0.000
H (-0.762, -3.370, -5.113)  0.000
H (-2.192, -2.056, -3.597)  0.000
S (-0.580, -2.424, 2.166)  0.780
C (0.583, -3.282, 1.186)  0.082
N (1.851, -3.274, 1.538)  0.047
C (2.891, -4.049, 0.843)  0.005
C (2.243, -5.203, 0.098)  0.001
C (1.087, -4.690, -0.745)  0.004
N (0.167, -3.939, 0.121)  0.031
H (2.112, -2.669, 2.300)  0.001
H (3.596, -4.403, 1.591)  0.001
H (3.418, -3.377, 0.162)  0.004
H (1.881, -5.950, 0.805)  0.000
H (2.982, -5.682, -0.541)  0.000
H (0.523, -5.503, -1.195)  0.001
H (1.438, -4.032, -1.543)  0.002
H (-0.830, -3.990, -0.029)  0.000

Values from the calculation:
Multiplicity: 5
LUMO (spin up / spin down): -5.420 / -8.813 eV
Kohn-Sham gap (spin up / spin down): 9.05 / 6.63 eV
Calculated total energy: -74300.8059 eV
Expectation value of S²: 6.02
Highest occupied orbital energy (spin up / spin down): -14.47 / -15.44 eV
Charge: +2

=====

(2)
A structure of composition C24H37Cl2N7PrS4 at a distorted geometry, computed with the ωB97M-V functional and the def2-TZVPD basis.

Each line ends with the Löwdin spin population.
Cartesian coordinates (Å):
Pr (-0.052, -0.250, -0.484)  2.049
C (-3.635, -1.530, 1.194)  0.000
C (-3.972, -1.301, -0.268)  0.001
S (-3.041, 0.134, -0.917)  -0.001
C (-3.331, -0.002, -2.724)  0.000
C (-2.275, -0.761, -3.513)  0.000
S (-2.165, -2.479, -2.921)  0.000
C (-0.490, -2.977, -3.443)  0.000
C (0.183, -3.930, -2.458)  0.000
S (0.181, -3.427, -0.700)  -0.001
C (-1.389, -4.218, -0.174)  0.000
C (-1.836, -3.784, 1.210)  0.000
S (-1.901, -1.983, 1.525)  0.000
H (-4.267, -2.311, 1.615)  0.000
H (-3.795, -0.618, 1.773)  0.000
H (-5.032, -1.062, -0.366)  0.000
H (-3.732, -2.170, -0.876)  0.000
H (-3.374, 1.028, -3.076)  0.000
H (-4.321, -0.444, -2.840)  0.000
H (-1.288, -0.317, -3.385)  0.000
H (-2.546, -0.761, -4.569)  0.000
H (0.096, -2.061, -3.508)  0.000
H (-0.563, -3.463, -4.416)  0.000
H (1.237, -3.996, -2.724)  0.000
H (-0.244, -4.932, -2.485)  0.000
H (-1.209, -5.294, -0.158)  0.000
H (-2.143, -3.996, -0.922)  0.000
H (-1.157, -4.171, 1.969)  0.000
H (-2.833, -4.169, 1.418)  0.000
Cl (3.752, -1.003, -2.905)  -0.001
C (3.035, 0.578, -2.869)  -0.003
C (3.798, 1.685, -3.146)  0.000
C (3.239, 2.963, -3.125)  -0.003
C (1.902, 3.107, -2.802)  0.000
C (1.154, 1.982, -2.519)  -0.003
Cl (-0.537, 2.150, -2.024)  -0.003
C (1.632, 0.631, -2.547)  -0.004
N (0.875, -0.431, -2.339)  -0.031
H (4.845, 1.557, -3.392)  0.000
H (3.839, 3.828, -3.367)  0.000
H (1.439, 4.086, -2.780)  0.000
C (-1.470, 2.535, 1.237)  0.000
N (-0.207, 1.735, 1.271)  -0.002
C (0.927, 2.703, 1.145)  0.000
N (0.896, 3.728, 2.170)  0.000
C (-0.371, 4.456, 2.076)  0.000
N (-1.514, 3.558, 2.263)  0.000
C (-1.399, 2.918, 3.572)  0.000
N (-0.151, 2.159, 3.685)  0.000
C (-0.115, 1.152, 2.642)  0.000
C (0.967, 3.086, 3.483)  0.000
H (-2.313, 1.855, 1.383)  0.000
H (-1.565, 3.010, 0.262)  0.000
H (0.884, 3.176, 0.163)  0.000
H (1.864, 2.151, 1.235)  0.000
H (-0.443, 4.924, 1.091)  0.000
H (-0.394, 5.235, 2.838)  0.000
H (-2.245, 2.243, 3.718)  0.000
H (-1.422, 3.680, 4.352)  0.000
H (-0.947, 0.458, 2.791)  0.000
H (0.825, 0.603, 2.724)  0.000
H (1.908, 2.539, 3.566)  0.000
H (0.938, 3.852, 4.257)  0.000
C (1.734, -2.633, 2.403)  0.000
C (2.535, -1.652, 1.623)  0.001
N (2.078, -0.658, 0.879)  -0.003
C (3.193, 0.011, 0.402)  0.001
C (4.317, -0.594, 0.852)  0.000
N (3.884, -1.646, 1.621)  0.001
H (0.689, -2.569, 2.115)  0.000
H (1.804, -2.436, 3.474)  0.000
H (2.085, -3.648, 2.214)  0.000
H (3.120, 0.869, -0.247)  0.000
H (5.357, -0.378, 0.682)  0.000
H (4.472, -2.310, 2.095)  0.000

Values from the calculation:
Multiplicity: 3
LUMO (spin up / spin down): -1.973 / -1.971 eV
Kohn-Sham gap (spin up / spin down): 7.22 / 7.25 eV
Calculated total energy: -118370.5808 eV
Expectation value of S²: 2.01
Highest occupied orbital energy (spin up / spin down): -9.19 / -9.22 eV
Charge: +1

=====

(3)
A structure of composition C16H23BN6Tc at a distorted geometry, computed with the ωB97M-V functional and the def2-TZVPD basis.

Each line ends with the Löwdin spin population.
Cartesian coordinates (Å):
H (-0.161, -2.808, -0.310)  0.000
N (-1.018, -1.088, -1.162)  -0.007
B (-2.500, 0.586, -2.372)  0.000
N (-2.144, -0.847, -1.929)  0.006
C (-2.725, -2.011, -2.224)  0.028
Tc (0.193, 0.467, -0.549)  2.221
H (-3.625, -1.968, -2.822)  0.001
C (-1.992, -3.039, -1.638)  0.011
H (-2.198, -4.082, -1.696)  0.000
C (-0.937, -2.422, -0.952)  0.010
H (-3.511, 0.625, -3.021)  0.000
C (2.424, 1.769, 0.134)  0.035
H (3.222, 1.367, 0.761)  0.002
H (1.782, 2.410, 0.752)  0.007
H (2.871, 2.368, -0.662)  0.001
N (-1.274, 1.087, -3.170)  0.007
N (-2.572, 1.455, -1.103)  0.006
N (-0.025, 1.050, -2.584)  0.038
N (-1.546, 1.441, -0.168)  0.010
C (-1.154, 1.517, -4.436)  0.027
C (-3.509, 2.319, -0.695)  0.037
H (-2.041, 1.594, -5.044)  0.002
H (-4.386, 2.437, -1.305)  0.002
C (0.190, 1.794, -4.683)  0.009
C (-3.096, 2.902, 0.496)  0.012
C (0.886, 1.490, -3.499)  0.017
C (-1.876, 2.310, 0.827)  0.020
H (0.612, 2.182, -5.586)  0.000
H (-3.617, 3.656, 1.057)  0.000
H (1.930, 1.550, -3.243)  0.001
H (-1.232, 2.410, 1.681)  0.001
H (1.908, 0.834, -0.355)  0.010
C (1.681, -2.992, 3.292)  0.020
C (1.976, -1.491, 3.150)  0.042
C (1.525, -0.720, 4.401)  0.012
C (3.486, -1.274, 2.933)  0.019
C (1.211, -0.995, 1.997)  0.339
C (0.597, -0.562, 1.004)  0.045
H (2.210, -3.425, 4.151)  0.003
H (1.981, -3.533, 2.386)  0.000
H (0.605, -3.165, 3.418)  0.000
H (2.057, -1.084, 5.288)  0.002
H (1.723, 0.354, 4.291)  0.000
H (0.446, -0.825, 4.568)  0.000
H (3.840, -1.793, 2.035)  0.000
H (3.719, -0.212, 2.795)  0.000
H (4.064, -1.640, 3.792)  0.003

Values from the calculation:
Multiplicity: 4
LUMO (spin up / spin down): -8.929 / -9.433 eV
Kohn-Sham gap (spin up / spin down): 6.77 / 6.24 eV
Calculated total energy: -28763.1743 eV
Expectation value of S²: 3.80
Highest occupied orbital energy (spin up / spin down): -15.70 / -15.67 eV
Charge: +2